{"formula": "CHClO2S", "method": "ωB97M-V/def2-TZVPD", "species": ["C", "O", "O", "S", "Cl", "H"], "xyz": [[0.8923, 0.5996, -0.3695], [2.5099, -0.5137, 0.9955], [0.3890, 1.6345, -0.2478], [1.7439, -0.7737, -0.2548], [-2.1464, -0.5711, -0.1717], [-3.3887, -0.3756, 0.0484]], "atomic_forces_ev_per_a": [[-0.7, -0.8, -1.7], [1.5, -1.0, 1.3], [-0.5, 1.5, 0.3], [-0.2, 0.4, 0.0], [0.0, -0.1, 0.0], [-0.1, 0.0, 0.0]], "total_energy_ev": -28502.0936, "homo_energy_ev": [-7.608, -11.656], "homo_lumo_gap_ev": [8.126, 9.290], "lumo_energy_ha": [0.0190, -0.0869], "multiplicity": 3}



{"formula": "C15H28F3NO13", "method": "ωB97M-V/def2-TZVPD", "species": ["N", "H", "H", "H", "H", "O", "H", "C", "C", "O", "C", "O", "O", "F", "H", "H", "H", "C", "C", "O", "C", "O", "O", "F", "H", "H", "H", "C", "C", "O", "C", "O", "O", "F", "H", "H", "H", "C", "O", "C", "C", "O", "C", "C", "O", "C", "H", "H", "H", "H", "H", "H", "H", "H", "H", "H", "H", "H", "H", "H"], "xyz": [[-2.8955, 2.9322, -4.1598], [-2.0927, 3.2884, -4.0735], [-2.8268, 2.1072, -4.6914], [-3.5877, 3.4468, -4.4212], [-3.3066, 2.5634, -3.5138], [-1.2141, 2.1311, -1.8914], [-0.7287, 1.5528, -1.2868], [-2.7296, 2.6396, 0.9822], [-3.9797, 3.1771, 0.1319], [-3.9550, 4.4980, 0.6719], [-2.8210, 4.8037, 1.2821], [-2.4846, 5.7953, 1.8089], [-2.0615, 3.7730, 1.3568], [-5.1449, 2.6081, 0.2338], [-2.2235, 1.7661, 0.5389], [-3.0426, 1.9512, 2.0029], [-3.6433, 3.2415, -0.9270], [0.2475, 4.5610, -1.2404], [0.9498, 3.8602, -0.0894], [1.4439, 4.9615, 0.6485], [1.3090, 6.1009, -0.0467], [1.8483, 7.1846, 0.3300], [0.7678, 5.8217, -1.2084], [2.0565, 3.1577, -0.3717], [-0.9200, 4.4847, -1.2021], [0.5334, 4.2018, -2.1049], [0.2996, 3.1712, 0.4745], [1.5968, -0.0725, -1.7391], [1.4037, -0.3307, -3.3383], [1.1749, -1.7507, -3.3309], [1.5026, -2.2338, -2.1808], [1.5258, -3.5136, -2.0454], [1.9226, -1.3572, -1.3596], [2.5217, -0.0826, -4.0679], [0.7502, 0.4630, -1.2159], [2.3399, 0.6476, -1.5946], [0.6328, 0.2978, -3.7371], [-1.6670, -1.3787, -0.4887], [-1.1236, -1.7276, 0.7870], [-0.8323, -3.1610, 0.8607], [0.1358, -3.3022, 2.0324], [0.9392, -4.2978, 1.9184], [1.8687, -4.5493, 2.9599], [2.3007, -6.0275, 3.0000], [3.2388, -6.4415, 3.9909], [4.5272, -5.9312, 3.8292], [-0.9322, -1.5093, -1.3158], [-2.0891, -0.2777, -0.5165], [-2.5502, -2.0531, -0.8400], [-0.3707, -3.3578, -0.1486], [-1.7233, -3.7234, 0.9919], [-0.4683, -3.4428, 2.9533], [0.9767, -2.3948, 2.1895], [1.5398, -4.2966, 3.8741], [2.5916, -3.8297, 2.7280], [2.5038, -6.2702, 2.1341], [1.4041, -6.6807, 3.2445], [4.5192, -4.9556, 3.8650], [4.8140, -5.9045, 2.8015], [5.2286, -6.3351, 4.5250]], "atomic_forces_ev_per_a": [[0.8, -2.8, -7.6], [8.2, 3.8, 2.0], [0.5, -1.2, -2.0], [-4.8, 5.1, -3.6], [-4.1, -5.2, 11.9], [-0.4, 0.1, -0.5], [-0.4, 0.2, -0.3], [-3.1, -5.1, 2.1], [4.8, 0.9, 0.5], [-2.5, 0.9, -1.1], [-0.5, 0.6, 0.9], [-0.5, 2.4, 0.0], [2.9, -3.0, -0.4], [-1.2, -0.6, 0.6], [0.7, 1.5, -0.7], [0.0, 2.4, -2.2], [-0.5, -0.2, 0.4], [-3.1, -0.6, 3.1], [-1.1, 0.4, 1.2], [-0.9, -0.4, 1.1], [3.9, 4.0, 2.1], [-2.8, -4.3, -1.8], [-0.4, 3.2, -0.6], [0.9, -0.9, -1.2], [2.2, 0.3, 0.3], [1.1, -2.4, -4.4], [0.2, 0.7, 0.1], [-1.7, 1.3, -2.9], [0.1, 0.1, 2.5], [-1.2, 2.9, -2.7], [0.7, -8.9, -0.1], [-0.2, 5.5, 0.3], [0.8, 0.7, 3.7], [0.2, -0.1, 0.2], [0.2, -1.6, -0.7], [2.0, 0.5, 0.2], [-0.8, -0.3, -0.4], [-1.7, 0.4, -0.7], [-1.0, -0.2, -0.8], [2.0, 2.5, -1.6], [-0.2, 4.9, 1.9], [2.4, -6.8, -1.3], [0.2, -1.0, -2.3], [-3.7, 1.3, 8.2], [-0.8, 0.0, -0.1], [-0.5, -2.8, -1.2], [-0.1, 0.3, 0.6], [1.1, -2.1, 0.3], [1.2, 0.9, 0.9], [-0.1, -0.6, 1.2], [-0.9, -0.6, 0.2], [0.0, 0.8, 0.0], [-3.0, -0.7, -0.5], [-1.9, 1.0, 3.4], [2.2, 0.8, -0.1], [3.0, -2.6, -8.7], [0.7, 1.1, -0.2], [-0.2, 5.7, 1.7], [0.8, -1.6, -1.2], [0.3, -0.6, 0.2]], "total_energy_ev": -52256.9652, "homo_energy_ev": -8.839, "homo_lumo_gap_ev": 7.217, "lumo_energy_ha": -0.0596}



{"formula": "C3H3FS2", "method": "ωB97M-V/def2-TZVPD", "species": ["C", "C", "C", "H", "H", "H", "F", "S", "S"], "xyz": [[-1.0500, 0.0285, -0.0342], [0.4422, -0.1017, -0.0130], [1.2348, 0.9402, -0.0356], [-0.9570, -2.2262, 0.4541], [2.2967, 0.7894, -0.0088], [0.8678, 1.9391, -0.1441], [0.9619, -1.3442, -0.0964], [-1.9766, -1.5229, -0.0742], [-1.8199, 1.4979, -0.0479]], "atomic_forces_ev_per_a": [[-0.8, 0.0, 0.0], [-1.2, 0.1, -0.5], [0.9, 0.2, -0.1], [-0.2, -0.2, -0.2], [0.3, -0.1, -0.1], [-0.3, 0.2, 0.3], [-0.2, 0.0, 0.4], [0.9, 1.2, 0.3], [0.6, -1.5, -0.1]], "total_energy_ev": -27546.1663, "homo_energy_ev": -9.099, "homo_lumo_gap_ev": 7.997, "lumo_energy_ha": -0.0405, "smiles": "C=C(F)C(=S)S"}



{"formula": "C20H20ClF3IN3O5S3Ti", "method": "ωB97M-V/def2-TZVPD", "species": ["Ti", "N", "N", "C", "O", "O", "H", "H", "H", "S", "C", "S", "S", "N", "C", "O", "C", "I", "H", "H", "H", "H", "Cl", "C", "C", "C", "C", "C", "C", "C", "H", "H", "H", "H", "H", "H", "C", "C", "C", "C", "C", "C", "C", "H", "H", "H", "H", "H", "H", "H", "F", "C", "F", "F", "C", "O", "O"], "xyz": [[-0.0789, 0.1225, -0.7782], [-0.8884, -0.6764, 1.4536], [-0.1603, -1.8560, 1.6557], [0.4595, -2.4242, 0.5670], [0.9504, -3.5341, 0.5991], [0.4734, -1.6159, -0.4701], [-0.6694, -0.0277, 2.2001], [-1.8964, -0.8492, 1.3955], [-0.4195, -2.4806, 2.4012], [-5.2263, -1.2517, -1.6358], [-3.9159, -0.8517, -0.6622], [-2.3198, -1.2163, -1.2710], [-4.1611, -0.0775, 0.8737], [-2.1636, 2.2473, 1.5121], [-1.0825, 2.5285, 0.8425], [-0.6490, 1.8024, -0.0789], [-0.2228, 3.7219, 1.1477], [-1.2465, 5.4328, 1.9029], [-2.7677, 1.4132, 1.2548], [-2.5079, 2.9060, 2.1918], [0.2804, 4.0210, 0.2361], [0.5063, 3.4288, 1.8976], [1.0246, -1.7262, -3.4499], [1.9474, -0.3389, -3.9416], [2.2743, -0.2148, -5.2816], [2.9610, 0.9040, -5.7307], [3.3029, 1.8919, -4.8188], [2.9707, 1.7451, -3.4806], [2.2885, 0.6267, -2.9844], [1.9451, 0.5292, -1.5466], [1.9691, -0.9936, -5.9681], [3.2091, 1.0043, -6.7801], [3.8329, 2.7784, -5.1473], [3.2461, 2.5197, -2.7737], [2.3021, 1.4106, -1.0119], [2.4162, -0.3506, -1.1031], [-0.7551, 1.0440, -2.6905], [-1.8688, 2.0221, -2.5541], [-1.5860, 3.3697, -2.2895], [-2.5904, 4.3045, -2.0885], [-3.9247, 3.9162, -2.1512], [-4.2251, 2.5918, -2.4435], [-3.2154, 1.6635, -2.6590], [0.1108, 1.5579, -3.1056], [-1.0325, 0.2127, -3.3372], [-0.5454, 3.6780, -2.2323], [-2.3313, 5.3372, -1.8779], [-4.7157, 4.6346, -1.9692], [-5.2550, 2.2576, -2.4853], [-3.4781, 0.6356, -2.8697], [2.8675, 0.8281, 4.5342], [1.8957, 1.0540, 3.6412], [0.8113, 0.3614, 4.0673], [1.5648, 2.3722, 3.7716], [2.2712, 0.6993, 2.1617], [3.4031, 0.2750, 1.9767], [1.3162, 0.9316, 1.3794]], "atomic_forces_ev_per_a": [[-0.5, 0.0, 0.5], [0.0, 0.0, -0.2], [0.0, 0.0, 0.2], [-0.1, 0.2, -0.3], [-0.1, 0.0, 0.1], [0.7, -1.0, -0.1], [0.1, 0.1, -0.1], [0.0, 0.1, 0.0], [-0.1, 0.0, 0.0], [0.0, -0.1, 0.1], [0.1, 0.4, -0.1], [-0.1, -0.1, -0.1], [0.1, -0.1, 0.0], [-0.2, 0.0, 0.1], [0.2, -0.1, -0.2], [-0.4, 0.7, 0.4], [0.0, 0.1, 0.1], [0.0, 0.0, 0.0], [0.0, 0.0, -0.1], [0.0, 0.0, 0.0], [0.0, 0.0, 0.0], [0.1, 0.0, 0.0], [0.2, -0.1, -0.1], [0.0, 0.0, 0.0], [0.0, 0.0, 0.0], [0.0, 0.0, 0.0], [0.0, 0.0, 0.0], [0.0, 0.1, -0.1], [0.0, 0.1, 0.1], [-0.2, -0.2, -0.3], [0.0, 0.0, 0.0], [0.0, 0.0, 0.0], [0.0, 0.0, 0.0], [0.0, 0.0, 0.0], [0.0, 0.0, 0.0], [0.0, 0.0, 0.1], [0.0, 0.0, 0.0], [0.1, 0.0, 0.0], [0.0, 0.1, 0.0], [0.0, 0.0, 0.0], [0.0, 0.0, 0.0], [0.0, 0.0, 0.0], [0.0, 0.0, 0.0], [0.0, 0.0, 0.0], [0.0, 0.0, 0.0], [0.0, 0.0, 0.0], [0.0, 0.0, 0.0], [0.0, 0.0, 0.0], [0.0, 0.0, 0.0], [0.0, 0.0, 0.0], [0.0, 0.0, 0.0], [-0.1, 0.1, 0.1], [0.0, 0.0, 0.0], [0.0, 0.0, 0.0], [0.1, -0.1, -0.3], [0.0, 0.0, 0.0], [0.0, 0.0, 0.1]], "total_energy_ev": -120174.5461, "homo_energy_ev": -1.521, "homo_lumo_gap_ev": 4.827, "lumo_energy_ha": 0.1215, "total_charge": -2}



{"formula": "C3H8N3", "method": "ωB97M-V/def2-TZVPD", "species": ["C", "C", "C", "N", "N", "N", "H", "H", "H", "H", "H", "H", "H", "H"], "xyz": [[-0.3863, 0.2056, -2.4285], [0.4870, 0.1940, -1.4824], [0.2734, 0.6962, 1.0477], [0.1569, 0.6888, 2.3745], [0.1170, -0.2202, 0.2048], [-0.4526, -1.5044, 0.2545], [-0.3042, 0.4991, -3.4463], [-1.4017, -0.2428, -2.3425], [1.4740, 0.5043, -1.3004], [0.5661, 1.6324, 0.5622], [0.3314, 1.5093, 2.9232], [-0.5047, -1.8612, 1.1755], [0.0338, -2.1270, -0.3853], [-0.3901, 0.0260, 2.8429]], "atomic_forces_ev_per_a": [[-2.6, -1.5, 0.0], [-0.4, -0.1, 4.0], [0.5, 2.1, 0.7], [0.2, 0.3, -0.4], [-0.4, -2.1, -5.6], [0.0, 1.1, -0.4], [1.1, 0.5, -0.6], [0.7, 0.5, 0.7], [1.0, 0.5, -0.6], [0.2, -0.2, 0.5], [0.1, 0.4, -0.3], [0.1, -0.5, 1.0], [0.1, 0.2, 0.3], [-0.7, -1.2, 0.6]], "total_energy_ev": -7701.6031, "homo_energy_ev": -13.907, "homo_lumo_gap_ev": 10.639, "lumo_energy_ha": -0.1201, "smiles": "C=C/[N+](N)=C/N", "total_charge": 1}



{"formula": "C5H9N", "method": "ωB97M-V/def2-TZVPD", "species": ["C", "C", "C", "C", "N", "C", "H", "H", "H", "H", "H", "H", "H", "H", "H"], "xyz": [[2.5264, -0.8528, -0.3264], [1.7805, 0.4142, 0.3100], [0.2290, 0.2604, 0.6756], [-0.5421, 0.1910, -0.5308], [-1.7691, 0.3524, -0.6308], [-2.6479, 0.0522, 0.4832], [2.7362, -1.6663, 0.4724], [3.6023, -0.7685, -0.6839], [2.0271, -1.4115, -1.2368], [-0.2283, 1.1154, 1.3251], [1.9902, 1.1202, -0.3962], [0.0204, -0.5933, 1.2880], [-0.0220, -0.0080, -1.4227], [-3.6885, -0.2614, 0.0332], [-2.1294, -0.3836, 1.3672]], "atomic_forces_ev_per_a": [[0.4, -1.8, 1.3], [-1.5, -3.8, -0.8], [1.6, 0.8, 1.7], [4.8, -0.2, 1.1], [-9.1, -0.3, 2.3], [2.2, -0.4, -4.9], [-1.0, 1.0, -1.1], [-1.3, 1.1, 0.3], [0.2, 1.1, 1.7], [1.2, -1.1, -1.1], [0.3, 3.1, -1.2], [0.5, -0.9, 0.6], [0.8, -0.2, -1.3], [2.0, 1.0, 1.7], [-1.1, 0.5, -0.3]], "total_energy_ev": -6813.0274, "homo_energy_ev": -6.571, "homo_lumo_gap_ev": 4.186, "lumo_energy_ha": -0.0876}



{"formula": "C5H4ErO", "method": "ωB97M-V/def2-TZVPD", "species": ["C", "H", "H", "H", "C", "C", "C", "C", "O", "Er", "H"], "xyz": [[-1.4654, -0.6279, -0.0697], [-2.1644, -1.0031, -0.8222], [-1.4649, 1.6734, -0.4452], [-1.3954, -1.4802, 0.6135], [-1.0997, 0.8267, 0.1362], [0.0372, 0.0070, -0.0716], [1.3270, -0.2332, 0.0837], [2.2920, -1.0968, -0.0802], [3.2818, -1.6931, -0.2345], [2.6127, 2.9424, -0.1054], [-1.9609, 0.6847, 0.9953]], "atomic_forces_ev_per_a": [[2.2, -2.4, -3.1], [1.1, 0.4, -1.0], [0.2, -0.7, -0.5], [-0.5, 1.3, 1.4], [-4.2, 0.9, 3.4], [-1.8, -2.1, 0.6], [-0.1, 1.3, -0.4], [1.3, -0.8, -0.6], [-1.3, 0.7, 0.4], [-0.2, -0.5, 0.1], [3.3, 1.8, -0.1]], "total_energy_ev": -34901.8629, "homo_energy_ev": [-10.470, -11.903], "homo_lumo_gap_ev": [6.024, 6.728], "lumo_energy_ha": [-0.1634, -0.1902], "multiplicity": 4, "total_charge": 1}



It is found that the energy above the lowest of the compared OMol25 structures with the same formula, charge and spin values, taken in the order of the records, are 178.15 279.74 32.25 32.60 354.61 768.75 0.00 kJ/mol.